1.
106
Properties=species:S:1:pos:R:3 method="wB97M-V/def2-TZVPD" gap_ev="4.4759 / 3.3203" max_force_ev_per_a=2.1 charge=-1 total_energy_ha=-5766.624448
Sn -0.285 0.757 0.374
N -2.409 3.190 -2.943
C -1.753 2.725 -1.827
S -0.293 1.819 -2.078
N -2.221 3.081 -0.684
N -1.593 2.625 0.414
C -1.787 3.305 1.537
C -1.143 2.918 2.709
C -1.211 3.694 3.888
C -0.509 3.317 4.994
C 0.254 2.134 4.936
C 0.255 1.411 3.766
N -0.402 1.765 2.672
H -2.266 2.637 -3.771
H -3.370 3.430 -2.746
H -2.398 4.200 1.510
H -1.819 4.587 3.875
H -0.528 3.916 5.895
H 0.820 1.810 5.794
H 0.830 0.498 3.688
C -0.015 5.801 -1.545
C 1.285 6.342 -0.944
C 0.936 7.566 -0.084
C 2.214 6.759 -2.095
C 2.018 5.306 -0.100
C 3.156 5.691 0.620
C 3.860 4.792 1.401
C 3.422 3.482 1.453
S 4.064 2.146 2.365
C 2.874 1.083 1.579
N 2.058 1.715 0.765
C 2.322 3.048 0.689
C 1.621 3.984 -0.068
C 2.834 -0.305 1.934
C 3.135 -0.661 3.263
C 2.973 -1.946 3.727
C 2.517 -2.936 2.867
C 2.293 -2.618 1.538
C 2.458 -1.333 1.043
H -0.531 6.599 -2.075
H -0.678 5.427 -0.770
H 0.177 5.000 -2.253
H 0.373 8.289 -0.671
H 1.828 8.060 0.294
H 0.326 7.258 0.763
H 1.699 7.440 -2.771
H 2.518 5.878 -2.654
H 3.106 7.255 -1.717
H 3.511 6.710 0.571
H 4.740 5.097 1.949
H 0.771 3.645 -0.630
H 3.464 0.117 3.938
H 3.181 -2.176 4.764
H 2.351 -3.945 3.219
H 1.980 -3.397 0.858
Br -3.942 -0.004 -0.391
C -3.544 -0.875 1.239
C -4.561 -1.486 1.938
C -4.232 -2.141 3.119
C -2.892 -2.151 3.519
C -1.961 -1.512 2.732
N -2.269 -0.870 1.600
H -5.574 -1.454 1.572
H -4.991 -2.630 3.710
H -2.591 -2.663 4.421
H -0.911 -1.495 2.987
C -1.671 -7.988 -1.205
C -2.889 -7.105 -0.959
N -2.780 -5.848 -1.678
C -3.803 -5.558 -2.652
C -3.680 -6.420 -3.912
C -1.904 -4.933 -1.146
O -1.316 -5.189 -0.098
C -1.674 -3.664 -1.850
C -1.654 -3.488 -3.246
C -1.441 -2.217 -3.740
C -1.186 -1.178 -2.860
N -1.105 -1.354 -1.539
C -1.353 -2.553 -1.063
H -1.768 -8.920 -0.654
H -0.785 -7.466 -0.858
H -1.559 -8.206 -2.264
H -2.954 -6.888 0.113
H -3.805 -7.607 -1.276
H -3.752 -4.503 -2.922
H -4.791 -5.733 -2.203
H -2.682 -6.341 -4.336
H -4.401 -6.089 -4.656
H -3.867 -7.468 -3.687
H -1.764 -4.324 -3.921
H -1.448 -2.029 -4.803
H -1.005 -0.172 -3.207
H -1.300 -2.668 0.012
C 3.358 -1.787 -2.628
C 3.651 -1.575 -1.145
C 4.767 -0.553 -0.944
C 2.361 -1.133 -0.439
H 4.262 -2.048 -3.176
H 2.943 -0.879 -3.059
H 2.631 -2.588 -2.755
H 3.973 -2.527 -0.703
H 4.483 0.405 -1.376
H 5.683 -0.892 -1.430
H 4.970 -0.405 0.116
H 1.535 -1.731 -0.829
H 2.171 -0.092 -0.696

2.
97
Properties=species:S:1:pos:R:3 method="wB97M-V/def2-TZVPD" gap_ev="3.6802 / 3.8704" multiplicity=5 max_force_ev_per_a=0.4 charge=-2 total_energy_ha=-5264.941667
Cr -0.302 1.586 -1.872
C -4.522 -4.618 1.129
C -3.540 -3.610 1.728
C -2.326 -4.387 2.255
C -4.233 -2.914 2.907
C -3.082 -2.570 0.703
C -2.187 -1.573 1.070
C -1.723 -0.630 0.163
Se -0.451 0.676 0.788
C 1.132 -0.367 0.478
C 1.672 -1.075 1.542
C 2.798 -1.872 1.380
C 3.346 -1.905 0.102
C 2.851 -1.210 -0.995
C 1.688 -0.405 -0.821
O 1.157 0.240 -1.819
C 3.614 -1.393 -2.325
C 3.570 -2.877 -2.724
C 5.080 -0.973 -2.127
C 3.081 -0.589 -3.518
C 3.429 -2.689 2.507
C 2.667 -2.522 3.822
C 3.423 -4.180 2.142
C 4.879 -2.237 2.731
C -2.148 -0.629 -1.188
O -1.737 0.229 -2.077
C -3.079 -1.638 -1.570
C -3.506 -2.564 -0.625
C -3.579 -1.692 -3.020
C -2.396 -1.913 -3.977
C -4.569 -2.837 -3.248
C -4.304 -0.387 -3.381
H -4.814 -5.343 1.894
H -5.429 -4.129 0.765
H -4.076 -5.168 0.297
H -2.636 -5.123 3.005
H -1.823 -4.911 1.438
H -1.594 -3.718 2.714
H -4.545 -3.647 3.660
H -3.569 -2.194 3.388
H -5.117 -2.371 2.564
H -1.817 -1.515 2.089
H 1.181 -0.991 2.503
H 4.226 -2.523 -0.055
H 4.014 -3.520 -1.961
H 2.536 -3.198 -2.873
H 4.116 -3.031 -3.661
H 5.581 -1.568 -1.360
H 5.633 -1.095 -3.065
H 5.136 0.075 -1.828
H 2.060 -0.860 -3.774
H 3.089 0.481 -3.326
H 3.732 -0.801 -4.375
H 1.629 -2.851 3.728
H 3.145 -3.125 4.599
H 2.661 -1.482 4.155
H 2.404 -4.522 1.947
H 4.015 -4.375 1.245
H 3.841 -4.777 2.961
H 4.914 -1.172 2.967
H 5.336 -2.792 3.558
H 5.486 -2.400 1.838
H -4.204 -3.323 -0.943
H -1.916 -2.873 -3.768
H -2.753 -1.926 -5.013
H -1.654 -1.126 -3.867
H -4.122 -3.814 -3.044
H -5.464 -2.732 -2.628
H -4.884 -2.826 -4.295
H -3.648 0.472 -3.257
H -4.648 -0.426 -4.420
H -5.178 -0.252 -2.737
C -0.554 3.608 -1.779
C -0.354 4.459 -0.904
C -0.102 5.487 0.047
C 1.134 6.224 -0.086
C 1.763 6.964 0.950
C 2.969 7.624 0.761
C 3.636 7.592 -0.460
C 3.057 6.844 -1.486
C 1.857 6.181 -1.309
C -1.090 5.669 1.091
C -1.261 6.868 1.830
C -2.243 7.006 2.799
C -3.127 5.971 3.090
C -3.006 4.794 2.353
C -2.029 4.648 1.383
H 1.315 6.978 1.932
H 3.407 8.161 1.597
H 4.579 8.108 -0.600
H 3.556 6.774 -2.448
H 1.440 5.596 -2.119
H -0.632 7.716 1.602
H -2.328 7.951 3.327
H -3.888 6.080 3.853
H -3.685 3.968 2.538
H -1.967 3.727 0.815

3.
110
Properties=species:S:1:pos:R:3 method="wB97M-V/def2-TZVPD" gap_ev=4.9146 max_force_ev_per_a=4.2 charge=+1 total_energy_ha=-5803.029247
Au -0.193 0.143 1.958
O -2.106 1.714 2.007
C -3.282 1.912 2.514
C -3.218 -1.166 3.735
O -4.113 -1.066 4.465
O -2.326 -1.323 3.006
C -3.375 2.239 3.889
C -4.625 2.254 4.545
C -4.706 2.540 5.888
C -3.552 2.818 6.615
C -2.312 2.812 5.982
C -2.216 2.524 4.641
C -4.424 1.797 1.617
C -4.573 0.651 0.830
C -5.694 0.493 0.039
C -6.648 1.500 -0.025
C -6.472 2.672 0.700
C -5.380 2.815 1.534
H -2.168 1.757 0.963
H -5.519 2.021 3.986
H -5.672 2.544 6.374
H -3.620 3.039 7.671
H -1.416 3.047 6.540
H -1.255 2.537 4.142
H -3.817 -0.123 0.880
H -5.828 -0.424 -0.519
H -7.527 1.366 -0.640
H -7.194 3.472 0.613
H -5.240 3.725 2.103
C 3.408 -0.022 2.885
N 2.889 -1.125 3.669
C 3.587 -2.272 3.986
C 2.788 -3.041 4.756
N 1.608 -2.349 4.898
C 1.671 -1.177 4.236
S 0.456 0.016 4.274
H 4.339 -0.330 2.418
H 3.583 0.847 3.518
H 2.692 0.246 2.109
H 4.590 -2.447 3.641
H 2.954 -4.006 5.197
H 0.801 -2.636 5.424
C -2.400 -6.735 -0.247
C -1.095 -6.095 0.224
C -1.294 -4.925 1.188
C -1.885 -3.671 0.541
N -1.044 -3.129 -0.513
C 0.126 -2.468 -0.333
Se 0.948 -2.141 1.290
N 0.626 -2.126 -1.538
C 1.866 -1.392 -1.772
C 3.132 -2.208 -1.509
C 3.283 -3.475 -2.359
C 2.423 -4.657 -1.899
C -0.249 -2.555 -2.520
C -0.196 -2.471 -3.906
C -1.238 -3.038 -4.615
C -2.310 -3.656 -3.967
C -2.369 -3.737 -2.588
C -1.312 -3.190 -1.872
H -2.181 -7.612 -0.854
H -2.992 -6.054 -0.859
H -3.007 -7.051 0.603
H -0.519 -5.759 -0.643
H -0.500 -6.854 0.736
H -0.335 -4.655 1.629
H -1.961 -5.222 2.002
H -2.005 -2.901 1.299
H -2.859 -3.888 0.102
H 1.851 -0.515 -1.125
H 1.849 -1.061 -2.810
H 3.170 -2.479 -0.453
H 3.968 -1.534 -1.711
H 4.331 -3.778 -2.317
H 3.054 -3.241 -3.404
H 2.449 -4.756 -0.811
H 2.804 -5.582 -2.331
H 1.385 -4.559 -2.216
H 0.632 -1.992 -4.410
H -1.231 -3.001 -5.695
H -3.112 -4.073 -4.559
H -3.205 -4.210 -2.094
C 6.629 7.535 -4.489
C 5.639 6.477 -4.096
C 5.630 5.940 -2.811
C 4.756 4.921 -2.472
C 3.887 4.436 -3.434
C 3.854 4.972 -4.712
C 4.732 5.991 -5.037
S 2.762 3.134 -3.026
O 3.325 2.266 -2.030
O 2.266 2.533 -4.235
N 1.550 4.003 -2.263
C 0.792 3.275 -1.250
C -0.199 2.261 -1.841
C -0.827 1.511 -0.679
O -1.960 1.838 -0.256
O -0.094 0.606 -0.169
H 7.210 7.878 -3.635
H 6.128 8.390 -4.943
H 7.321 7.134 -5.232
H 6.322 6.321 -2.071
H 4.751 4.487 -1.481
H 3.158 4.564 -5.432
H 4.725 6.410 -6.035
H 0.974 4.474 -2.952
H 0.274 3.998 -0.618
H 1.533 2.743 -0.655
H 0.354 1.583 -2.490
H -0.982 2.771 -2.404

4.
111
Properties=species:S:1:pos:R:3 method="wB97M-V/def2-TZVPD" gap_ev="8.7355 / 5.3946" multiplicity=5 max_force_ev_per_a=3.2 charge=+2 total_energy_ha=-3345.543059
Pt 0.411 2.020 -2.153
C -0.248 6.271 -1.370
C -0.389 5.147 -2.254
N 0.373 4.170 -1.809
N 1.045 4.650 -0.721
C 0.633 5.871 -0.426
B 2.019 3.702 0.076
N 2.961 2.905 -0.897
C 4.283 2.630 -0.673
C 4.672 1.587 -1.501
C 3.517 1.345 -2.248
N 2.544 2.112 -1.839
N 1.091 2.638 0.830
C 0.742 2.294 2.096
C -0.107 1.226 2.009
C -0.376 1.045 0.651
N 0.342 1.916 -0.040
N 2.948 4.478 0.983
C 3.621 5.641 0.725
C 4.232 5.944 1.910
C 4.010 4.872 2.761
N 3.166 4.001 2.205
H -0.600 7.288 -1.417
H -0.876 4.945 -3.162
H 1.058 6.385 0.401
H 4.716 3.120 0.203
H 5.683 1.143 -1.567
H 3.327 0.550 -2.979
H 1.189 2.860 2.954
H -0.514 0.669 2.798
H -1.055 0.423 0.082
H 3.658 6.045 -0.269
H 4.831 6.799 2.172
H 4.366 4.739 3.779
I 1.078 2.482 -8.198
C 0.428 2.048 -6.433
C -0.840 1.544 -6.153
N -0.963 1.417 -4.818
N 0.168 1.800 -4.209
C 1.007 2.223 -5.194
H -1.678 1.277 -6.763
H -1.741 1.102 -4.273
H 1.976 2.597 -4.890
C -7.544 -0.964 -1.409
Si -6.627 -0.307 -2.821
C -7.373 0.214 -4.463
C -5.575 1.106 -2.170
C -4.200 1.062 -1.942
C -3.431 2.176 -1.593
C -3.963 3.450 -1.522
C -5.343 3.531 -1.775
C -6.124 2.396 -2.038
H -6.918 -1.319 -0.625
H -8.122 -1.865 -1.754
H -8.195 -0.212 -0.978
H -7.801 1.261 -4.515
H -8.062 -0.517 -4.867
H -6.520 0.307 -5.137
H -3.720 0.108 -2.093
H -2.368 2.017 -1.430
H -3.309 4.313 -1.302
H -5.830 4.494 -1.718
H -7.185 2.565 -2.168
C -5.798 -3.641 -1.809
C -4.927 -2.516 -2.367
O -5.539 -1.611 -3.198
N -3.744 -2.292 -2.071
Te 1.660 -2.777 1.055
C 1.596 -1.677 2.811
C 0.494 -1.874 3.658
C -0.577 -2.927 3.299
C 0.383 -1.112 4.819
C 1.302 -0.098 5.085
C 1.150 0.830 6.228
C 2.379 0.041 4.225
C 2.620 -0.739 3.100
C 3.799 -0.458 2.267
C 2.645 -4.524 1.283
C 2.538 -5.389 0.172
C 1.974 -4.825 -1.096
C 2.858 -6.721 0.284
C 3.281 -7.276 1.480
C 3.439 -8.742 1.694
C 3.453 -6.425 2.572
C 3.126 -5.102 2.530
C 3.197 -4.324 3.763
H -6.226 -3.394 -0.827
H -5.111 -4.518 -1.554
H -6.562 -3.973 -2.540
H -1.106 -2.672 2.398
H -1.307 -3.070 4.076
H -0.013 -3.845 3.086
H -0.551 -1.290 5.390
H 0.192 0.830 6.675
H 1.363 1.836 5.844
H 1.875 0.757 7.027
H 3.212 0.743 4.407
H 4.285 0.397 2.717
H 3.537 -0.002 1.277
H 4.458 -1.305 2.121
H 0.862 -4.862 -1.071
H 2.260 -5.427 -1.954
H 2.211 -3.782 -1.291
H 2.813 -7.331 -0.646
H 3.505 -9.316 0.730
H 2.600 -9.191 2.246
H 4.377 -8.992 2.215
H 3.953 -6.833 3.443
H 3.561 -4.897 4.581
H 2.219 -4.032 4.093
H 3.788 -3.392 3.715